A 2-piece molecular cluster, C5H10F3N2S overall, computed with ωB97M-V/def2-TZVPD.

```
! wB97M-V def2-TZVPD RIJCOSX def2/J DEFGRID3
* xyz 1 1
C 0.792 -1.623 -0.322
C -1.722 -0.202 -2.037
C -1.172 0.952 1.765
C -1.720 -1.039 -0.633
C -0.176 0.494 0.668
N -0.567 -0.701 0.114
N 4.386 0.836 0.394
F 3.848 1.002 1.599
F 3.941 -0.352 -0.087
F 3.706 1.702 -0.362
S 1.892 -2.738 -0.375
H -2.154 -0.708 -2.890
H -2.229 0.769 -1.905
H -0.730 -0.102 -2.275
H -1.003 1.772 2.307
H -2.125 1.025 1.332
H -1.175 0.105 2.516
H -2.585 -0.706 -0.079
H -1.857 -2.141 -0.844
H -0.137 1.345 -0.009
H 0.788 0.311 1.123
*
```

Summary:
Energy relative to the best compared isomer or geometry (same formula, charge and spin) (kJ/mol): 0.0
E_HOMO (spin up / spin down) (eV): -13.98 / -13.98
Calculated total energy (eV): -27298.425